{"formula": "C36H29F11N8RuS", "method": "ωB97M-V/def2-TZVPD", "species": ["N", "C", "C", "C", "N", "H", "C", "H", "C", "Ru", "F", "C", "C", "H", "C", "C", "H", "H", "C", "F", "N", "H", "H", "F", "C", "H", "C", "C", "C", "N", "S", "F", "C", "H", "F", "F", "C", "H", "H", "C", "C", "H", "N", "N", "H", "C", "C", "H", "C", "H", "C", "F", "F", "C", "C", "C", "F", "H", "F", "C", "H", "H", "C", "H", "H", "C", "H", "H", "H", "H", "C", "C", "C", "C", "N", "C", "H", "N", "C", "F", "H", "H", "H", "C", "C", "H"], "xyz": [[2.9787, 0.9878, -2.2260], [-3.0056, 2.6082, 2.7535], [-1.5209, 2.7844, 4.5757], [5.0825, 1.8093, -3.0832], [1.7819, 1.2571, 1.9782], [0.8579, -5.4512, -0.8871], [0.6059, -0.3785, 3.3742], [0.8462, 3.7215, 1.5408], [-4.5611, -1.6072, -3.3236], [-0.1634, 1.0302, 0.9475], [-3.3754, -5.0050, 1.3179], [-1.3000, -4.0136, 1.8548], [5.3400, -0.4554, -4.6520], [3.8710, 1.4325, 1.6642], [-2.5163, -1.5398, 1.9755], [-3.2560, -2.6690, 1.6705], [0.6984, -1.3148, 3.9271], [-4.5875, -0.8570, -1.3085], [-4.0738, 2.6971, 3.6226], [0.7533, -3.0271, 2.3456], [-0.2907, 0.1842, -1.8900], [-1.2658, -4.5030, -1.7317], [2.7125, 1.9149, -1.9274], [-4.9204, 2.9484, 5.8247], [-3.9538, -1.4861, -4.5661], [0.3012, 0.3860, 4.1000], [-3.1124, 0.1372, -2.4719], [-1.1245, -1.5875, 2.1432], [-2.4943, 0.2444, -3.7193], [-1.4740, 1.1627, -4.0013], [0.2174, 2.6172, -0.7711], [-1.9975, 0.7381, 0.2165], [-3.8773, 2.8460, 4.9849], [-4.2681, -2.1154, -5.3902], [-4.5807, -2.5762, 1.4942], [-0.7012, -5.2139, 1.8188], [4.0687, 0.8457, -3.0603], [2.7512, 0.1155, 3.4890], [-2.7966, 0.7368, -1.6264], [1.6812, -3.5426, -0.3648], [0.2797, -1.6564, -0.7996], [5.4287, -1.3445, -5.2644], [-0.9237, 2.0545, -3.1111], [0.0786, -0.2318, -0.7829], [-5.3519, -2.3284, -3.1634], [4.2154, -0.2920, -3.8613], [-2.5840, 2.9036, 5.4526], [3.4356, -1.0455, -3.8565], [-1.6629, 2.6124, 3.1886], [1.5290, 2.0097, 3.9372], [0.6996, -4.3805, -0.8718], [-3.2820, 2.6089, 1.4556], [-3.1864, -0.4102, 2.1774], [2.9361, 1.4486, 1.0902], [1.9446, -0.0027, 2.7530], [1.7107, 2.4036, 2.9426], [-2.3515, 3.0320, 6.7703], [2.6086, -3.9553, 0.0104], [-0.2859, 2.7727, 5.1344], [1.4655, -2.1733, -0.3098], [4.9808, 2.6976, -2.4702], [-2.4469, -0.4996, -5.7321], [6.3449, 0.5035, -4.6720], [2.8432, 2.4115, 0.5884], [7.2205, 0.3723, -5.2937], [-2.9315, -0.5726, -4.7643], [2.2146, -1.5019, 0.0874], [2.1734, 0.4165, -2.4265], [6.9703, 2.3988, -3.8834], [2.6683, 2.9348, 2.9645], [-2.6526, -3.9112, 1.6002], [-0.4938, -3.8488, -1.3467], [-0.5675, -2.8733, 2.1187], [-0.4357, 1.5946, -2.0178], [-0.3679, -0.4427, 2.2960], [-4.1311, -0.7853, -2.2887], [-1.6258, -2.0419, -1.6920], [-0.6170, 2.4919, 2.3188], [-0.7059, -2.4805, -1.3285], [-5.3250, 2.7062, 3.1419], [-1.5352, 1.5784, -4.9137], [0.4284, 4.1460, 3.1883], [2.2266, -0.7926, 2.0579], [0.5699, 3.2964, 2.5155], [6.2008, 1.6361, -3.8812], [2.9597, 0.6785, 0.3236]], "atomic_forces_ev_per_a": [[-0.1, -0.1, 0.1], [0.1, 0.1, -0.1], [0.0, -0.1, 0.0], [0.0, 0.0, 0.0], [0.1, -0.1, 0.2], [0.0, 0.0, 0.0], [0.1, 0.1, -0.1], [0.0, 0.1, 0.0], [0.0, 0.0, 0.0], [-0.5, 0.0, 0.3], [0.0, 0.0, 0.0], [0.0, 0.0, 0.1], [0.0, 0.0, 0.0], [0.0, 0.0, 0.0], [0.0, 0.1, -0.1], [0.0, 0.0, 0.0], [0.0, 0.0, -0.1], [0.0, 0.0, 0.0], [0.0, 0.0, 0.0], [0.0, 0.0, 0.1], [0.2, -0.1, -0.1], [0.0, 0.0, 0.0], [0.0, 0.0, 0.0], [0.0, 0.0, 0.0], [0.0, 0.0, 0.0], [0.0, 0.0, 0.0], [0.0, 0.1, 0.0], [0.1, 0.0, 0.1], [-0.2, 0.0, 0.0], [0.3, -0.3, -0.1], [0.2, 0.2, 0.0], [0.1, 0.1, 0.0], [0.0, 0.0, 0.0], [0.0, 0.0, 0.0], [0.0, 0.0, 0.0], [0.0, 0.0, 0.0], [0.0, 0.0, 0.0], [-0.1, 0.0, 0.0], [0.0, 0.0, 0.0], [0.0, 0.0, -0.1], [0.0, 0.0, 0.0], [0.0, 0.0, 0.0], [-0.1, 0.2, 0.1], [0.0, 0.0, 0.3], [0.0, 0.0, 0.0], [0.0, 0.0, 0.0], [0.0, 0.0, 0.0], [0.0, 0.0, 0.0], [-0.1, 0.0, 0.1], [0.0, 0.0, 0.0], [0.0, 0.0, 0.0], [0.0, 0.0, 0.0], [0.0, 0.0, 0.0], [0.0, 0.0, 0.0], [-0.1, 0.0, 0.0], [0.1, 0.0, 0.0], [0.0, 0.0, 0.0], [0.0, 0.0, 0.0], [0.0, 0.0, 0.0], [0.0, 0.0, -0.1], [0.0, 0.0, 0.0], [0.0, 0.0, 0.0], [0.0, 0.0, 0.0], [0.0, 0.0, 0.0], [0.0, 0.0, 0.0], [0.0, 0.0, 0.0], [0.0, 0.0, 0.0], [0.0, 0.0, -0.1], [0.0, 0.0, 0.0], [0.0, -0.1, -0.1], [0.0, 0.0, 0.0], [0.0, 0.0, 0.0], [0.0, 0.0, 0.1], [-0.1, 0.0, -0.1], [0.0, -0.1, 0.0], [0.0, 0.0, 0.0], [0.0, 0.0, 0.0], [0.2, -0.1, -0.4], [0.0, 0.0, 0.1], [0.0, 0.0, 0.0], [-0.1, 0.1, 0.0], [0.0, -0.1, 0.2], [0.0, 0.0, 0.0], [0.0, 0.0, -0.2], [0.0, 0.0, 0.0], [0.0, 0.0, 0.0]], "lowdin_spin": [0.0006, 0.0032, 0.0039, 0.0000, -0.0051, 0.0000, 0.0071, 0.0008, 0.0004, 0.7704, 0.0031, -0.0016, 0.0000, -0.0003, 0.0114, -0.0011, -0.0003, 0.0000, -0.0003, 0.0024, -0.0077, 0.0000, 0.0006, 0.0008, -0.0002, 0.0028, 0.0002, 0.0075, 0.0001, 0.0040, 0.0331, 0.0023, 0.0026, 0.0000, -0.0011, -0.0013, 0.0001, -0.0004, -0.0002, -0.0001, 0.0004, 0.0000, 0.0101, -0.0042, 0.0000, 0.0000, -0.0002, 0.0000, 0.0036, -0.0001, 0.0001, 0.0007, 0.0028, -0.0009, 0.0031, 0.0009, -0.0002, 0.0000, 0.0008, -0.0001, 0.0000, 0.0000, 0.0000, 0.0001, 0.0000, 0.0004, -0.0001, 0.0001, 0.0000, -0.0002, 0.0106, 0.0000, 0.0109, -0.0003, 0.0961, -0.0001, 0.0000, 0.0279, 0.0002, -0.0003, 0.0001, -0.0004, -0.0004, 0.0016, 0.0000, -0.0002], "total_charge": -1, "total_energy_ha": -3418.8979, "de_lowest_kj_mol": 0.00, "spin_multiplicity": 2, "orbital_gap_ev": [6.38, 6.24], "s_squared": 0.756, "largest_force_ha_per_bohr": 0.012, "homo_ev": [-4.6, -4.5], "lumo_energy_ha": [0.06700, 0.06516]}